1.
Density functional theory data (the ωB97M-V functional and the def2-TZVPD basis) for a molecular structure, C18H15BF5N2O3PSSbSe4Sn at a distorted geometry.

The geometry in XYZ format:
```
52
Properties=species:S:1:pos:R:3
Sn -1.23315 0.93201 -0.48422
N 0.13955 -0.33209 1.50638
P 0.88765 -0.43489 0.00777
C 2.62315 -0.88939 0.22977
C 3.02935 -2.04299 0.88508
C 4.36885 -2.37569 0.90057
C 5.29595 -1.56719 0.26087
C 4.89135 -0.41149 -0.38573
C 3.55045 -0.07379 -0.40552
C 0.12265 -1.94219 -0.58592
C -1.03775 -2.47939 -0.04333
C -1.72295 -3.46929 -0.72722
C -1.26645 -3.89879 -1.96183
C -0.10535 -3.36729 -2.50852
C 0.57595 -2.37389 -1.83042
C 0.02205 0.94861 1.94368
C -0.64065 1.29681 3.10647
C -0.79105 2.62961 3.38988
C -0.18905 3.56901 2.56128
C 0.50225 3.11241 1.46978
N 0.56925 1.83651 1.13408
H 0.00765 -1.08709 2.15757
H 2.29685 -2.68589 1.35367
H 4.68705 -3.27889 1.39917
H 6.33775 -1.85289 0.25217
H 5.61245 0.21771 -0.88542
H 3.20985 0.80921 -0.93533
H -1.39645 -2.15669 0.92717
H -2.62285 -3.88259 -0.29273
H -1.82035 -4.62759 -2.53012
H 0.22995 -3.70419 -3.48383
H 1.41655 -1.85609 -2.28012
H -1.07255 0.51801 3.71477
H -1.38625 2.94551 4.23657
H -0.30765 4.62691 2.72727
H 1.00495 3.77861 0.77747
Se 0.78555 0.15121 -6.67092
Sb -0.27625 -0.51879 -4.67902
Se -0.61755 0.77621 -2.85572
Se -0.92485 2.65361 -1.81582
Se -1.01965 -2.49229 -5.82902
F -3.95165 -0.38029 0.34807
C -3.60975 0.46531 1.32168
F -2.55685 -0.08229 1.92397
F -4.60215 0.49681 2.21387
S -3.42255 2.15701 0.66917
O -4.40645 2.96251 1.24238
O -3.47545 1.78461 -0.73012
O -2.04985 2.51291 0.98147
F -0.95485 4.80971 -0.08733
B -1.70695 3.96481 -0.78542
F -2.99995 4.30811 -0.84842
```

## Properties
lowest unoccupied orbital energy = 2.1 eV
net charge = -1
highest occupied orbital energy = -0.1362 Eh

---

2.
Density functional theory data (the ωB97M-V functional and the def2-TZVPD basis) for a molecular structure, C18H15BaNO4S at a distorted geometry.

The geometry in XYZ format:
```
40
Properties=species:S:1:pos:R:3
Ba 0.04998 -0.02345 -3.07327
O 0.37030 3.88806 -2.21334
C 0.30585 2.73662 -2.13126
C 0.02456 -2.92328 -2.40689
O -0.04490 -4.06530 -2.50180
C 2.94657 -0.17311 -2.29638
O 4.05209 -0.21309 -2.61905
C -2.77963 0.10467 -2.41028
O -3.92131 0.16732 -2.53641
C 0.18936 0.63770 -7.15221
H -0.70330 1.26159 -7.18640
H 1.13895 1.17184 -7.16780
C 0.12607 -0.69516 -7.21208
H 1.02040 -1.31385 -7.27773
H -0.82118 -1.22676 -7.29640
N -0.02661 -0.15796 -0.44218
S -0.94171 -0.14091 0.87477
C -0.27091 -1.33541 2.05311
C -1.10041 -2.44824 2.26868
C -0.78086 -3.40901 3.23174
C 0.42614 -3.30867 3.93507
C 1.28278 -2.22286 3.71729
C 0.93517 -1.23281 2.77098
C -0.63335 1.33314 1.87467
C -0.16876 2.49370 1.26099
C 0.14603 3.60272 2.04464
C -0.03445 3.56327 3.42510
C -0.58282 2.43512 4.03710
C -0.88155 1.31356 3.26188
H 0.85206 -0.58948 -0.07742
H -2.00119 -2.54670 1.65915
H -1.46389 -4.24286 3.40047
H 0.68687 -4.08846 4.65478
H 2.22578 -2.17831 4.27501
H 1.63194 -0.40894 2.61336
H -0.01013 2.49033 0.17228
H 0.53970 4.50609 1.57533
H 0.23167 4.42403 4.04062
H -0.76854 2.41319 5.10937
H -1.24676 0.40170 3.74453
```

## Properties
lowest unoccupied orbital energy = -7.3 eV
net charge = +2
highest occupied orbital energy = -0.5281 Eh

---

3.
Density functional theory data (the ωB97M-V functional and the def2-TZVPD basis) for a molecular structure, C18H15Br4IrO7Se2.

The geometry in XYZ format:
```
47
Properties=species:S:1:pos:R:3
Ir 0.53174 0.19452 -0.12065
Br -4.03953 -2.96458 4.09307
C -2.51487 -2.04477 3.44187
C -1.43931 -1.77760 4.26885
Br -1.46222 -2.32298 6.08579
C -0.32157 -1.10181 3.76037
Br 1.19417 -0.72015 4.82611
C -0.25275 -0.68186 2.43190
O 0.77891 -0.05955 1.94061
C -1.37146 -0.96005 1.57873
O -1.30330 -0.59380 0.31432
C -2.46744 -1.63280 2.10034
Br -3.88602 -1.97711 0.89456
O -2.88459 1.20073 -0.87038
C -2.67218 1.70382 -2.16318
C -1.49623 2.70829 -2.30752
C -2.02360 3.80375 -3.25124
O -1.04589 4.73694 -3.70508
C -0.23337 2.09656 -2.93890
Se 0.09513 0.21420 -2.54415
C -1.18058 3.36416 -0.95847
Se 0.07376 2.51546 0.31020
H -2.26881 0.47272 -0.66268
H -3.60127 2.22490 -2.42740
H -2.52096 0.90043 -2.89160
H -2.84451 4.33745 -2.75223
H -2.42629 3.33469 -4.15428
H -0.45848 4.91590 -2.96279
H 0.64889 2.64387 -2.60537
H -0.28289 2.17785 -4.02687
H -2.10957 3.55299 -0.42243
H -0.68559 4.32729 -1.13020
O 5.17727 -2.01758 1.12688
C 3.92890 -2.42382 0.84582
C 3.53584 -3.70724 1.23294
C 2.26429 -4.17089 0.94870
C 1.36005 -3.37320 0.25611
C 1.76044 -2.10348 -0.11791
C 3.01479 -1.58543 0.18749
C 3.41010 -0.16323 -0.12670
O 4.62755 0.11655 -0.06471
O 2.51938 0.69231 -0.43397
H 5.22747 -1.09807 0.71741
H 4.25144 -4.31814 1.76916
H 1.97219 -5.16365 1.27062
H 0.36381 -3.72086 0.01785
H 1.05712 -1.55270 -0.78097
```

## Properties
lowest unoccupied orbital energy = 4.0 eV
net charge = -2
energy relative to the best compared isomer or geometry (same formula, charge and spin) = 0.0 kcal/mol
highest occupied orbital energy = -0.0642 Eh

---

4.
Density functional theory data (the ωB97M-V functional and the def2-TZVPD basis) for a molecular structure, C18H15BrN6PdS2 at a distorted geometry.

The geometry in XYZ format:
```
43
Properties=species:S:1:pos:R:3
Pd 0.63545 -0.23111 -0.53344
N 3.63836 -0.25886 -2.46237
C 3.77876 -0.35108 -1.14253
N 2.77507 -0.42000 -0.29531
C 3.22118 -0.46082 1.00954
C 4.58143 -0.41394 1.14976
S 5.34531 -0.33288 -0.37235
C 2.24597 -0.58766 2.05560
C 2.47309 -0.62567 3.41876
S 1.01874 -0.84855 4.26824
C 0.16170 -0.87467 2.73634
N 0.94369 -0.72728 1.68888
N -1.15648 -1.00546 2.66407
H 2.72020 -0.33140 -2.87131
H 4.43443 -0.25473 -3.07815
H 5.16614 -0.46678 2.05589
H 3.41547 -0.57482 3.94459
H -1.71283 -1.18716 3.48352
H -1.58998 -1.10606 1.75546
Br -4.98018 -4.98355 -0.36116
C -3.91950 -3.44664 -0.51780
C -2.53841 -3.56499 -0.54201
C -1.76464 -2.42141 -0.63713
C -2.35201 -1.16411 -0.71653
C -3.74210 -1.06245 -0.70487
C -4.52277 -2.19909 -0.60519
N -1.48808 -0.03036 -0.78911
C -1.90012 1.15944 -0.97420
C -0.94505 2.27756 -1.00217
C -1.36925 3.59299 -1.00854
C -0.41532 4.60192 -1.00140
C 0.92297 4.25664 -0.98919
C 1.26428 2.90961 -0.98234
N 0.35330 1.94378 -0.99300
H -2.07854 -4.54221 -0.49409
H -0.68739 -2.50623 -0.67165
H -4.23358 -0.10052 -0.77181
H -5.60112 -2.12087 -0.59702
H -2.95176 1.38910 -1.12086
H -2.42725 3.82275 -1.01058
H -0.71725 5.64106 -1.00625
H 1.69775 5.01057 -0.99675
H 2.30027 2.59596 -0.98155
```

## Properties
lowest unoccupied orbital energy (spin up / spin down) = -8.3 / -8.3 eV
net charge = +2
energy relative to the best compared isomer or geometry (same formula, charge and spin) = 21.3 kcal/mol
highest occupied orbital energy (spin up / spin down) = -0.4931 / -0.4933 Eh

---

5.
Density functional theory data (the ωB97M-V functional and the def2-TZVPD basis) for a single C18H15N3O4 molecule at a distorted geometry.

The geometry in XYZ format:
```
40
Properties=species:S:1:pos:R:3
O 2.13572 -0.94726 -2.24926
C 1.68999 -0.67149 -1.14810
N 2.04522 -1.30162 -0.02290
C 2.93268 -2.44579 -0.03999
C 2.32028 -3.59216 0.69190
C 2.65607 -4.19475 1.86881
C 1.69158 -5.20929 2.08441
C 0.83958 -5.14061 1.02744
O 1.21082 -4.16768 0.18071
C 0.69838 0.45810 -1.01555
C 0.67624 1.34498 -2.02886
C -0.19803 2.49424 -2.17944
C -0.63076 3.29146 -1.11556
C -1.47330 4.36033 -1.36792
C -1.85534 4.60877 -2.67752
N -1.43597 3.88002 -3.69950
C -0.63222 2.86625 -3.45960
N -0.28705 0.52935 -0.01715
C -0.31731 0.25252 1.31206
O 0.59154 -0.22799 1.97417
C -1.59591 0.61548 1.93329
C -2.00596 0.46763 3.23455
C -3.31270 0.99470 3.29705
C -3.60429 1.42651 2.03751
O -2.57903 1.20499 1.20508
H 1.67156 -1.00206 0.87859
H 3.10248 -2.69659 -1.09243
H 3.88723 -2.19116 0.43194
H 3.48627 -3.95096 2.49920
H 1.64293 -5.88809 2.91081
H -0.03364 -5.70715 0.77115
H 1.35944 1.14991 -2.84407
H -0.27432 3.10972 -0.11132
H -1.81551 4.99445 -0.56448
H -2.51141 5.43190 -2.92665
H -0.31661 2.29939 -4.32568
H -1.11685 1.01261 -0.34797
H -1.43256 0.03455 4.02743
H -3.94692 1.04663 4.15751
H -4.47722 1.89182 1.62344
```

## Properties
lowest unoccupied orbital energy = -0.1 eV
net charge = 0
energy relative to the best compared isomer or geometry (same formula, charge and spin) = 51.6 kcal/mol
highest occupied orbital energy = -0.3125 Eh
SMILES = O=C(NCc1ccco1)/C(=C/c1cccnc1)NC(=O)c1ccco1

---

6.
Density functional theory data (the ωB97M-V functional and the def2-TZVPD basis) for a single C18H15NO4S molecule at a distorted geometry.

The geometry in XYZ format:
```
39
Properties=species:S:1:pos:R:3
C -0.65337 0.89884 4.86280
C -1.65366 0.63035 3.75401
O -0.93078 0.36244 2.55247
C -1.67555 0.14442 1.45263
O -2.88361 0.17223 1.45937
C -0.86751 -0.12102 0.26627
C -1.39931 -0.40363 -0.99266
C -0.35242 -0.60127 -1.88725
C -0.39371 -0.98169 -3.29469
O 0.55772 -1.49213 -3.87240
C -1.65040 -0.72888 -3.99605
C -2.61462 0.22726 -3.79549
C -3.63114 0.18478 -4.76395
C -3.42823 -0.79546 -5.68909
S -1.98472 -1.66967 -5.41529
N 0.82175 -0.46557 -1.18396
C 2.10131 -0.57092 -1.62074
C 3.12914 -0.36798 -0.75619
C 2.88623 -0.04854 0.60434
C 4.06303 0.15578 1.48925
C 3.77976 0.45793 2.93879
O 5.19053 0.08043 1.05636
C 1.58132 0.05603 1.03580
C 0.53789 -0.15418 0.13309
H -0.03740 1.75922 4.61375
H -1.18245 1.10008 5.78946
H -0.00875 0.03511 5.00437
H -2.28542 -0.23413 3.98713
H -2.30893 1.49290 3.58860
H -2.44614 -0.48913 -1.20363
H -2.57777 0.95429 -3.00511
H -4.47519 0.85073 -4.77406
H -4.05077 -1.05067 -6.52387
H 2.23723 -0.83112 -2.65876
H 4.15177 -0.45053 -1.08686
H 3.20588 -0.35088 3.38517
H 4.72093 0.56909 3.47086
H 3.20777 1.37910 3.02408
H 1.31957 0.29640 2.05145
```

## Properties
lowest unoccupied orbital energy = -0.6 eV
net charge = 0
energy relative to the best compared isomer or geometry (same formula, charge and spin) = 28.0 kcal/mol
highest occupied orbital energy = -0.3041 Eh
SMILES = CCOC(=O)c1cc(C(=O)c2cccs2)n2ccc(C(C)=O)cc12